No. 1
# C8H8ClO9Rh

A molecular structure, C8H8ClO9Rh (ωB97M-V with the def2-TZVPD basis set, OMol25).

```
27
Properties=species:S:1:pos:R:3
Rh -1.746 -0.195 -0.234
O -0.648 0.354 3.511
C -0.613 0.105 2.337
O -1.643 -0.415 1.683
C 0.690 0.233 1.541
C 0.901 -0.976 0.629
C 2.316 -1.036 0.075
C 2.320 0.114 -0.965
C 0.922 0.687 -0.818
O 0.146 -0.557 -0.580
C 0.736 1.420 0.515
C -0.518 2.288 0.501
O -0.495 3.437 0.853
O -1.594 1.720 -0.020
H 1.489 0.322 2.273
H 0.475 -1.911 0.980
H 2.510 -1.998 -0.394
H 3.041 -0.893 0.874
H 2.470 -0.265 -1.973
H 3.074 0.873 -0.767
H 0.502 1.181 -1.689
H 1.578 2.079 0.716
O -2.417 -2.183 -0.942
Cl -3.241 -1.345 -1.857
O -3.867 -2.089 -2.861
O -2.258 -0.364 -2.382
O -4.131 -0.586 -1.007
```

- LUMO energy (eV) = -2.08
- HOMO energy (eV) = -10.327
- HOMO-LUMO gap (Ha) = 0.303
- total energy (a.u.) = -1557.23994

Atom charges from the natural (NBO) analysis, given in e for atoms 1 to 2:
1. Rh 1.38
2. O -0.55

=====

No. 2
# C17H19N5O2Os

A molecular structure, C17H19N5O2Os (ωB97M-V with the def2-TZVPD basis set, OMol25).

```
44
Properties=species:S:1:pos:R:3
N 0.807 -0.431 -3.791
C 1.530 -0.041 -4.616
C 2.386 0.267 -5.732
H 2.782 1.293 -5.664
H 1.793 0.168 -6.652
H 3.226 -0.448 -5.766
N -1.923 -2.458 0.734
C -2.959 -2.989 0.846
C -4.005 -3.885 1.201
H -4.628 -4.070 0.311
H -4.604 -3.423 2.000
H -3.553 -4.849 1.568
N -0.363 3.221 2.310
C 0.069 4.122 2.902
C 0.575 5.248 3.636
H 0.894 4.943 4.638
H -0.224 5.983 3.717
H 1.426 5.689 3.101
Os -0.728 -0.268 -0.208
C -0.394 -0.152 1.747
O -0.267 0.003 2.890
C 0.153 -1.782 -1.034
O 0.775 -2.649 -1.493
C -1.536 0.182 -2.113
C -0.755 1.277 -1.728
C -0.963 1.862 -0.483
C -1.976 1.381 0.352
C -2.853 0.388 -0.104
C -2.626 -0.218 -1.336
H -1.205 -0.415 -2.968
H 0.064 1.581 -2.376
H -0.327 2.645 -0.088
H -1.981 1.750 1.379
H -3.626 0.025 0.570
H -3.207 -1.068 -1.670
N 1.897 1.120 1.112
C 3.168 1.548 0.925
C 3.589 1.027 -0.280
C 2.527 0.257 -0.777
N 1.507 0.272 0.120
H 1.268 1.517 1.832
H 3.656 2.169 1.642
H 4.527 1.190 -0.781
H 2.428 -0.272 -1.734
```

- LUMO energy (alpha / beta) (eV) = -13.66 / -18.37
- 2S+1 = 5
- HOMO energy (alpha / beta) (eV) = -21.864 / -22.759
- HOMO-LUMO gap (alpha / beta) (Ha) = 0.301 / 0.161
- expectation value of S² = 6.0178
- net charge = +4
- energy above the lowest of the compared OMol25 structures with the same formula, charge and spin (kJ/mol) = 157.75
- total energy (a.u.) = -1172.21616

Atom charges from the natural (NBO) analysis, given in e for atoms 1 to 2:
1. N -0.58
2. C 0.47

=====

No. 3
# C4H8O2

C4H8O2 in the gas phase (ωB97M-V with the def2-TZVPD basis set, OMol25).

```
14
Properties=species:S:1:pos:R:3
C -2.096 -0.474 -0.513
C -0.616 -0.207 -0.662
O -0.175 0.642 0.381
C 1.206 0.879 0.330
C 1.990 -0.108 1.179
O 3.191 -0.202 1.142
H -2.663 0.460 -0.563
H -2.307 -0.964 0.441
H -2.429 -1.136 -1.319
H -0.058 -1.159 -0.647
H -0.412 0.276 -1.630
H 1.405 1.891 0.705
H 1.593 0.837 -0.701
H 1.370 -0.735 1.856
```

- LUMO energy (eV) = 0.99
- SMILES = CCOCC=O
- HOMO energy (eV) = -9.729
- HOMO-LUMO gap (Ha) = 0.394
- energy above the lowest of the compared OMol25 structures with the same formula, charge and spin (kJ/mol) = 151.49
- total energy (a.u.) = -307.65473

Atom charges from the natural (NBO) analysis, given in e for atoms 1 to 2:
1. C -0.62
2. C -0.06

=====

No. 4
# C39H46Cl2N7O5SSbW

A molecular structure, C39H46Cl2N7O5SSbW (ωB97M-V with the def2-TZVPD basis set, OMol25).

```
102
Properties=species:S:1:pos:R:3
W 0.387 -0.447 0.479
C -3.794 -4.329 -0.736
O -2.397 -4.383 -0.911
C -1.847 -5.483 -1.502
C -2.574 -6.562 -1.985
C -1.935 -7.669 -2.519
C -0.555 -7.718 -2.572
C 0.182 -6.643 -2.113
C -0.442 -5.518 -1.588
N 0.366 -4.488 -1.082
C 0.018 -3.182 -0.871
N -0.731 -2.603 -1.825
C -1.513 -1.438 -1.794
C -1.304 -0.403 -0.874
C -2.225 0.661 -0.945
C -3.257 0.692 -1.863
C -3.411 -0.333 -2.791
C -2.543 -1.407 -2.759
O -2.599 -2.496 -3.598
C -3.573 -2.514 -4.614
N 0.484 -2.515 0.174
C 1.309 -3.246 1.090
C 2.687 -3.016 1.044
C 3.555 -3.670 1.897
C 3.063 -4.568 2.831
C 1.708 -4.831 2.870
C 0.820 -4.204 1.997
O -0.480 -4.632 2.067
C -1.486 -3.645 2.156
H -3.999 -3.374 -0.254
H -4.149 -5.140 -0.093
H -4.314 -4.363 -1.697
H -3.651 -6.556 -1.926
H -2.524 -8.497 -2.881
H -0.053 -8.589 -2.965
H 1.261 -6.670 -2.143
H 1.189 -4.792 -0.577
H -0.997 -3.215 -2.588
H -2.154 1.477 -0.223
H -3.960 1.513 -1.871
H -4.206 -0.280 -3.518
H -3.392 -3.425 -5.186
H -3.475 -1.650 -5.278
H -4.585 -2.541 -4.198
H 3.058 -2.302 0.318
H 4.614 -3.473 1.833
H 3.732 -5.052 3.526
H 1.290 -5.533 3.575
H -2.365 -4.147 2.559
H -1.733 -3.221 1.177
H -1.177 -2.843 2.836
Cl -0.004 1.935 1.534
C 0.523 1.879 3.195
C 0.356 3.024 3.955
C 0.772 3.033 5.275
C 1.341 1.895 5.828
C 1.501 0.763 5.057
Cl 2.192 -0.642 5.761
C 1.115 0.716 3.702
S 1.420 -0.732 2.799
H -0.093 3.896 3.508
H 0.649 3.919 5.877
H 1.667 1.877 6.857
C 3.136 1.110 -3.372
C 2.917 2.321 -2.481
C 3.989 2.397 -1.405
Sb 0.856 2.378 -1.579
C 1.236 4.446 -0.676
C 1.885 5.428 -1.632
C -0.038 5.046 -0.105
C -0.106 2.956 -3.548
C -0.562 1.705 -4.274
C -1.278 3.881 -3.310
H 4.123 1.164 -3.833
H 2.393 1.073 -4.165
H 3.080 0.190 -2.796
H 2.937 3.224 -3.100
H 3.934 1.537 -0.742
H 3.890 3.297 -0.800
H 4.980 2.402 -1.860
H 1.924 4.231 0.149
H 1.259 5.591 -2.506
H 2.863 5.094 -1.964
H 2.012 6.387 -1.129
H -0.637 5.488 -0.895
H 0.209 5.837 0.604
H -0.646 4.306 0.412
H 0.669 3.473 -4.113
H -1.381 1.237 -3.729
H 0.239 0.974 -4.374
H -0.917 1.956 -5.276
H -1.984 3.438 -2.612
H -1.804 4.071 -4.247
H -0.948 4.834 -2.913
N -1.266 -0.606 1.707
C -2.438 -0.713 1.852
N -3.626 -0.790 2.171
C -4.702 -1.227 1.615
N -5.687 -1.607 1.156
O 2.019 0.626 0.325
N 2.186 -0.470 -0.441
O 1.219 -0.458 -1.367
```

- LUMO energy (eV) = -1.88
- HOMO energy (eV) = -7.281
- HOMO-LUMO gap (Ha) = 0.198
- total energy (a.u.) = -3898.95680

Atom charges from the Löwdin analysis, given in e for atoms 1 to 2:
1. W 1.44
2. C -0.05

=====

No. 5
# C4H12

2 unconnected molecules or ions with the total composition C4H12 (ωB97M-V with the def2-TZVPD basis set, OMol25).

```
16
Properties=species:S:1:pos:R:3
C 1.756 0.883 -1.028
C 1.257 2.100 -0.233
H 1.330 -0.019 -0.608
H 1.618 0.943 -2.109
H 2.838 0.709 -0.958
H 0.579 2.663 -0.871
H 1.964 2.765 0.249
H 0.633 1.750 0.585
C -0.993 -1.048 0.958
C -2.036 -1.915 0.249
H -0.968 -0.039 0.541
H -1.191 -0.812 1.998
H 0.016 -1.476 1.008
H -1.781 -2.961 0.365
H -3.037 -1.825 0.668
H -1.987 -1.719 -0.813
```

- LUMO energy (eV) = 1.18
- SMILES = CC.CC
- HOMO energy (eV) = -11.709
- HOMO-LUMO gap (Ha) = 0.474
- energy above the lowest of the compared OMol25 structures with the same formula, charge and spin (kJ/mol) = 37.27
- total energy (a.u.) = -159.57078

Atom charges from the natural (NBO) analysis, given in e for atoms 1 to 2:
1. C -0.62
2. C -0.62

=====

No. 6
# C3H4FO2

2 unconnected molecules or ions with the total composition C3H4FO2 (ωB97M-V with the def2-TZVPD basis set, OMol25).

```
10
Properties=species:S:1:pos:R:3
C 1.337 0.933 -0.299
C -0.840 0.812 -1.426
C -1.131 -0.918 0.113
O -1.768 1.293 -1.972
O 0.423 0.982 -1.242
F -0.073 -0.664 0.795
H 1.073 1.430 0.607
H 2.366 0.755 -0.598
H -2.001 -0.461 0.650
H -1.063 -1.680 -0.687
```

- LUMO energy (alpha / beta) (eV) = -7.25 / -6.46
- HOMO energy (alpha / beta) (eV) = -14.379 / -14.527
- HOMO-LUMO gap (alpha / beta) (Ha) = 0.262 / 0.297
- net charge = +1
- energy above the lowest of the compared OMol25 structures with the same formula, charge and spin (kJ/mol) = 312.28
- total energy (a.u.) = -366.56876

Atom charges from the natural (NBO) analysis, given in e for atoms 1 to 2:
1. C 0.21
2. C 0.80

=====

Repeat the third record exactly.
# C4H8O2

C4H8O2 in the gas phase (ωB97M-V with the def2-TZVPD basis set, OMol25).

```
14
Properties=species:S:1:pos:R:3
C -2.096 -0.474 -0.513
C -0.616 -0.207 -0.662
O -0.175 0.642 0.381
C 1.206 0.879 0.330
C 1.990 -0.108 1.179
O 3.191 -0.202 1.142
H -2.663 0.460 -0.563
H -2.307 -0.964 0.441
H -2.429 -1.136 -1.319
H -0.058 -1.159 -0.647
H -0.412 0.276 -1.630
H 1.405 1.891 0.705
H 1.593 0.837 -0.701
H 1.370 -0.735 1.856
```

- LUMO energy (eV) = 0.99
- SMILES = CCOCC=O
- HOMO energy (eV) = -9.729
- HOMO-LUMO gap (Ha) = 0.394
- energy above the lowest of the compared OMol25 structures with the same formula, charge and spin (kJ/mol) = 151.49
- total energy (a.u.) = -307.65473

Atom charges from the natural (NBO) analysis, given in e for atoms 1 to 2:
1. C -0.62
2. C -0.06

=====

Q: Which of these has the highest total energy?
A: C4H12

=====

Q: total energy of number 6 (C3H4FO2)?
A: -366.56876 a.u.

=====

Q: What is the total energy in the fifth record?
A: -159.57078 a.u.